Record 1
DFT (wB97M-V/def2-TZVPD) results for C5H10BrNO2 in the gas phase at a distorted geometry.

Positions of all 19 atoms, in Å:
C1 1.10 -1.71 -1.70
C2 -0.46 2.04 -0.03
C3 -1.61 0.23 1.16
C4 0.76 -0.11 0.57
C5 -0.23 0.95 0.95
N1 2.26 -2.16 -1.79
O1 0.11 -2.15 -2.43
O2 0.54 -0.64 -0.81
Br1 0.57 -1.60 1.93
H1 -0.91 1.83 -1.03
H2 0.45 2.52 -0.43
H3 -1.08 2.64 0.58
H4 -1.49 -0.62 0.50
H5 -1.69 -0.07 2.22
H6 -2.47 0.81 0.90
H7 1.82 0.34 0.72
H8 0.11 1.35 1.91
H9 2.92 -1.90 -1.18
H10 -0.68 -1.73 -2.04

As for the SMILES: [H]/N=C(/O)O[C@H](Br)C(C)C. As for the spin multiplicity: 1. The charge is 0.

---

Record 2
DFT (wB97M-V/def2-TZVPD) results for a 11-piece molecular cluster, C11H44O11 overall at a distorted geometry.

Positions of all 66 atoms, in Å:
C1 5.41 4.47 -2.10
O1 4.67 5.62 -1.70
H1 5.82 4.63 -3.09
H2 6.28 4.24 -1.48
H3 4.66 3.69 -2.20
H4 4.65 5.69 -0.74
C2 -3.38 -6.38 -3.35
O2 -2.25 -5.97 -2.59
H5 -3.26 -6.59 -4.41
H6 -3.74 -7.27 -2.83
H7 -4.24 -5.71 -3.25
H8 -2.58 -5.38 -1.90
C3 0.24 -0.01 0.13
O3 -0.14 -1.24 0.60
H9 -0.65 0.48 -0.26
H10 0.70 0.53 0.96
H11 0.93 0.07 -0.71
H12 -0.68 -1.12 1.38
C4 3.28 -5.19 1.62
O4 3.70 -3.81 1.82
H13 4.10 -5.82 1.98
H14 2.45 -5.45 2.27
H15 3.05 -5.41 0.57
H16 2.93 -3.24 1.78
C5 5.05 -2.06 -3.39
O5 4.79 -1.55 -4.74
H17 5.58 -1.36 -2.75
H18 4.24 -2.48 -2.79
H19 5.77 -2.88 -3.41
H20 3.95 -1.79 -5.13
C6 -4.07 4.74 -2.05
O6 -4.80 4.78 -0.84
H21 -4.73 4.93 -2.90
H22 -3.30 5.50 -2.05
H23 -3.56 3.80 -2.26
H24 -4.24 4.48 -0.12
C7 -0.42 4.84 2.00
O7 -1.50 3.99 2.33
H25 -0.11 4.82 0.96
H26 -0.60 5.88 2.29
H27 0.31 4.27 2.57
H28 -1.60 3.81 3.27
C8 -5.45 -1.39 -0.37
O8 -5.33 -2.45 0.50
H29 -4.67 -1.51 -1.12
H30 -6.45 -1.58 -0.74
H31 -5.46 -0.60 0.38
H32 -4.79 -2.25 1.27
C9 1.75 3.43 -6.25
O9 0.56 3.31 -6.96
H33 2.48 2.72 -6.64
H34 2.16 4.44 -6.26
H35 1.46 3.12 -5.24
H36 0.29 2.39 -6.91
C10 1.83 -0.57 6.79
O10 1.58 0.68 6.21
H37 2.88 -0.79 6.99
H38 1.26 -0.50 7.71
H39 1.35 -1.31 6.14
H40 0.69 0.95 6.47
C11 -3.21 -2.44 5.87
O11 -2.67 -1.59 4.92
H41 -2.45 -2.63 6.64
H42 -4.01 -1.94 6.42
H43 -3.58 -3.36 5.44
H44 -2.88 -0.72 5.28

As for the SMILES: CO.CO.CO.CO.CO.CO.CO.CO.CO.CO.CO. As for the spin multiplicity: 1. The charge is 0.

---

Record 3
DFT (wB97M-V/def2-TZVPD) results for a 3-piece molecular cluster, C3H12NO3 overall at a distorted geometry.

Positions of all 19 atoms, in Å:
O1 0.72 2.58 0.46
C1 0.76 1.79 1.36
C2 0.63 0.12 0.96
N1 -0.63 -0.15 0.18
C3 -1.85 -0.71 0.87
H1 0.97 2.00 2.45
H2 1.54 0.04 0.28
H3 0.62 -0.58 1.74
H4 -1.02 0.67 -0.31
H5 -0.45 -0.81 -0.61
H6 -2.34 -0.06 1.50
H7 -1.65 -1.67 1.54
H8 -2.58 -1.00 0.08
H9 0.05 0.17 -3.38
H10 0.90 0.84 -2.17
O2 0.13 0.37 -2.38
H11 0.17 -3.70 -0.48
H12 0.97 -2.65 -1.28
O3 0.41 -2.87 -0.54

As for the spin multiplicity: 1. The charge is +1.

---

Across the entries above, energy takes the values -80972.8909; -34634.8335; -10930.1219 eV, respectively.
Across the entries above, ΔE to the lowest compared entry with this formula, charge and spin takes the values 18.1; 128.4; 46.7 kcal/mol, respectively.
Across the entries above, Kohn-Sham gap takes the values 10.9; 10.0; 10.9 eV, respectively.